98
Properties=species:S:1:pos:R:3:forces:R:3:lowdin_spin:R:1 method="wB97M-V/def2-TZVPD" e_tot_ev=-96110.77395 total_charge=+1 relative_energy_kcal_mol=65.2 multiplicity=5 s2=6.0710 e_lumo_ev="-1.942 / -3.393"
C -1.176 -2.380 -1.832 -0.1 -0.2 0.0 0.00
C 1.010 -1.614 -1.953 -0.2 0.6 0.5 0.03
C -0.852 -3.484 -2.618 -0.3 0.3 0.1 0.06
C 1.465 -2.834 -2.480 -0.4 -0.4 -0.2 0.05
C 0.500 -3.777 -2.845 0.2 0.6 0.6 0.01
H -1.673 -4.083 -3.008 0.4 0.0 0.0 0.00
H 2.534 -2.978 -2.620 -0.3 0.0 -0.4 0.00
H 0.781 -4.689 -3.347 0.1 -0.1 0.0 0.00
N -0.210 -1.593 -1.312 0.0 0.3 -1.1 0.06
P -2.823 -0.918 -0.117 -0.4 -0.2 0.1 0.03
P 3.158 0.443 -0.699 -0.2 -0.1 0.1 0.85
C -2.624 -1.940 -1.638 0.0 -0.3 -0.3 0.00
H -2.966 -1.353 -2.510 0.4 -0.2 0.2 0.00
H -3.264 -2.831 -1.610 0.1 0.3 0.0 0.00
C -0.549 1.394 0.996 2.9 3.9 0.6 -0.04
O -0.127 2.446 1.312 -2.2 -3.7 -0.7 -0.03
C 1.616 -0.313 -2.266 0.9 -2.5 -0.3 0.31
H 2.306 -0.427 -3.103 -0.1 0.0 0.4 0.00
C 4.304 1.408 -1.824 0.3 0.0 0.2 0.07
C 3.691 0.668 1.102 0.3 0.2 0.0 0.16
C -3.928 0.588 -0.478 -0.3 -0.5 0.2 0.00
C -3.693 -2.247 0.946 -0.3 0.5 -0.2 0.01
C 3.655 2.806 -1.858 0.2 0.2 -0.2 0.05
H 3.733 3.308 -0.885 0.0 -0.1 -0.3 0.00
H 4.172 3.420 -2.611 -0.1 0.0 0.1 0.01
H 2.589 2.759 -2.123 0.3 0.0 0.0 0.01
C 5.766 1.472 -1.341 0.2 0.2 -0.1 0.01
H 5.916 1.962 -0.376 0.0 -0.2 -0.3 0.00
H 6.214 0.469 -1.303 -0.1 0.3 -0.1 0.00
H 6.320 2.060 -2.088 0.0 -0.2 0.2 0.00
C 4.421 0.809 -3.242 -0.2 -0.1 -0.1 0.01
H 5.110 1.438 -3.820 0.0 -0.1 0.1 0.00
H 4.841 -0.207 -3.209 -0.1 0.2 0.0 0.00
H 3.489 0.800 -3.809 0.3 0.0 0.2 0.00
C 4.092 2.103 1.454 0.3 0.1 0.2 0.02
H 3.222 2.772 1.404 0.2 -0.2 0.1 0.00
H 4.459 2.090 2.491 -0.1 0.1 -0.2 0.01
H 4.877 2.535 0.833 -0.2 -0.1 0.3 0.00
C 2.585 0.329 2.103 -0.3 -0.2 -0.1 0.01
H 1.751 1.038 2.066 0.3 -0.1 -0.1 0.00
H 2.174 -0.667 1.951 0.1 0.0 0.0 0.00
H 3.013 0.368 3.118 -0.1 0.0 -0.3 0.00
C 4.808 -0.374 1.250 0.3 0.0 0.3 0.06
H 5.715 -0.115 0.697 -0.2 0.0 0.2 0.00
H 5.068 -0.472 2.313 0.1 0.0 -0.1 0.01
H 4.467 -1.355 0.890 0.1 0.2 0.2 0.01
C -3.953 -1.667 2.337 -0.1 -0.1 0.3 0.00
H -4.397 -2.454 2.967 0.1 0.2 -0.1 0.00
H -3.030 -1.329 2.825 -0.2 -0.1 -0.2 0.00
H -4.662 -0.829 2.318 0.2 -0.2 0.0 0.00
C -2.739 -3.444 1.049 0.2 0.0 0.1 0.00
H -2.584 -3.939 0.084 0.0 0.1 0.2 0.00
H -1.763 -3.156 1.445 -0.1 0.0 0.0 0.00
H -3.177 -4.186 1.731 0.1 0.2 -0.1 0.00
C -5.026 -2.774 0.366 -0.1 0.0 0.2 0.00
H -5.236 -3.740 0.851 0.0 0.2 -0.1 0.00
H -5.874 -2.118 0.588 0.3 -0.2 -0.1 0.00
H -4.995 -2.955 -0.714 0.0 0.0 0.2 0.00
C -3.478 1.241 -1.791 0.1 0.1 0.0 0.00
H -3.710 0.612 -2.660 0.0 0.2 0.2 0.00
H -4.024 2.190 -1.914 0.1 -0.3 0.0 0.00
H -2.402 1.470 -1.788 -0.3 -0.1 0.0 0.00
C -3.759 1.593 0.679 0.0 0.0 0.0 0.00
H -2.723 1.950 0.778 -0.5 -0.1 -0.2 0.00
H -4.406 2.463 0.486 0.2 -0.2 0.1 0.00
H -4.062 1.167 1.646 0.0 0.1 -0.2 0.00
C -5.409 0.207 -0.583 -0.2 0.3 -0.1 0.00
H -5.585 -0.584 -1.323 0.0 0.2 0.2 0.00
H -5.833 -0.095 0.385 0.2 0.1 -0.3 0.00
H -5.966 1.098 -0.913 0.1 -0.2 0.1 0.00
Fe -0.529 -0.187 0.031 -0.8 0.4 1.2 1.94
N -0.100 1.013 -1.316 0.8 -0.6 -1.3 0.13
C 0.663 0.742 -2.320 -2.5 2.1 0.8 0.08
C 0.239 1.423 -3.668 0.5 0.0 0.2 0.00
C 1.362 1.561 -4.677 0.3 0.2 -0.2 0.00
C -0.769 0.476 -4.322 -0.5 -0.3 0.2 0.00
C -0.300 2.821 -3.366 -0.2 0.0 0.1 0.00
H 2.161 2.201 -4.296 0.0 -0.1 -0.1 0.00
H 1.754 0.583 -4.964 0.1 0.1 0.0 0.00
H 0.975 2.030 -5.589 0.1 -0.1 0.1 0.00
H -1.627 0.259 -3.675 0.1 0.1 -0.1 0.00
H -1.147 0.873 -5.274 0.1 0.0 0.2 0.00
H -0.271 -0.481 -4.533 -0.1 0.1 0.0 0.00
H -0.715 3.287 -4.266 0.1 -0.1 0.1 0.00
H -1.059 2.798 -2.584 0.0 0.0 -0.2 0.00
H 0.518 3.449 -2.993 -0.1 0.0 -0.1 0.00
C -1.227 0.330 3.753 -0.4 0.5 0.2 0.00
C -0.550 -0.877 3.245 0.8 -0.7 -1.0 0.01
N -0.219 -1.217 1.991 0.3 -0.7 0.4 0.02
C 0.472 -2.439 2.082 -0.5 0.8 0.8 0.00
C 0.549 -2.809 3.393 0.0 0.1 -0.4 0.00
N -0.091 -1.812 4.103 0.0 -0.2 0.4 0.00
H -2.008 0.674 3.061 0.3 0.0 0.2 0.00
H -1.702 0.090 4.717 0.1 0.2 -0.3 0.00
H -0.507 1.146 3.924 -0.3 -0.2 -0.1 0.00
H 0.866 -2.947 1.216 -0.1 0.1 0.0 0.00
H 0.991 -3.675 3.855 0.0 0.1 0.1 0.00
H -0.221 -1.758 5.117 0.2 -0.2 -0.7 0.00